1.
11 unconnected molecules or ions with the total composition C60H64BN13O3. Source: OMol25; level of theory: ωB97M-V/def2-TZVPD.

Structure (XYZ):
```
141
Properties=species:S:1:pos:R:3:forces:R:3:mulliken_charge:R:1
N -0.75130 -1.56619 3.17061 0.623 0.613 -0.286 -0.5698
B -0.79002 -0.89857 1.89513 0.017 -0.188 0.102 -0.0439
C -0.21875 0.54880 1.66491 -0.274 -0.210 0.265 0.1137
C 1.12490 0.81364 2.36727 -0.198 0.740 -0.212 -0.2059
C 2.20777 -0.10611 1.87316 0.380 0.402 0.069 -0.1117
O 2.16013 -1.29883 1.98702 -0.348 -0.664 -0.217 -0.3772
N 3.34257 0.50598 1.26263 0.075 0.075 0.046 0.0595
C 3.29244 0.81939 -0.12513 0.179 0.000 -0.562 -0.0613
C 4.35492 1.56202 -0.66617 -0.384 -0.081 -0.252 -0.4218
C 4.37210 1.90879 -2.01828 -0.326 -0.375 0.695 -0.7285
C 3.31757 1.52486 -2.84773 -0.080 -0.117 0.356 -1.1227
C 2.25692 0.79034 -2.31332 0.498 0.119 0.273 -0.7196
C 2.24592 0.41809 -0.96252 0.394 0.327 -0.274 0.8480
C -1.48186 -1.74129 0.73344 0.411 -0.054 0.085 -0.1048
O -0.63273 -1.80359 -0.44457 0.075 0.026 -0.254 0.0201
N 0.12648 -2.94395 -0.39708 -0.050 -0.104 0.222 -0.2422
O 0.89514 -3.00543 -1.28151 -0.245 0.294 -0.199 -0.1886
H -0.33335 -0.99722 3.89826 0.042 -0.105 0.067 0.1912
H -0.16630 -2.39400 3.07766 -0.487 -0.332 0.170 0.2916
H -0.17273 0.83275 0.61270 0.024 -0.068 -0.019 0.4021
H -0.96445 1.22560 2.09181 -0.060 0.159 -0.023 -0.6698
H 1.44866 1.83367 2.16231 -0.095 0.067 0.080 0.5182
H 1.01427 0.75443 3.45162 0.110 -0.263 0.034 0.3950
H 3.62331 1.32465 1.79069 -0.159 0.176 -0.098 0.2820
H 5.16518 1.86853 -0.01431 0.025 -0.039 -0.013 0.4623
H 5.21258 2.47196 -2.39381 -0.065 0.041 -0.190 0.5858
H 3.33308 1.79814 -3.89313 -0.018 0.019 -0.025 0.5370
H 1.42465 0.51357 -2.94622 -0.031 -0.080 0.039 0.7247
H 1.41897 -0.16469 -0.58604 -0.067 -0.060 0.044 -0.1711
H -1.68540 -2.76344 1.05719 -0.141 -0.026 -0.083 0.2814
H -2.40950 -1.27696 0.39962 -0.104 -0.012 -0.006 -0.1143
C 3.66626 -4.15663 1.65707 0.101 -0.051 0.024 -0.2637
C 4.47971 -4.98048 2.42012 -0.020 0.001 -0.029 -0.5331
C 4.43945 -6.34870 2.19408 0.006 -0.034 0.003 -0.2937
N 3.65865 -6.92303 1.28192 0.015 -0.012 -0.002 -0.6070
C 2.88077 -6.12103 0.55726 0.011 -0.006 0.011 -0.4149
C 2.84853 -4.74200 0.70337 -0.033 0.015 0.054 0.4212
H 3.66452 -3.08462 1.79554 -0.028 0.020 -0.008 0.4850
H 5.13581 -4.57253 3.17737 0.016 -0.012 0.003 0.3851
H 5.06458 -7.02208 2.77099 0.009 0.021 0.016 0.3611
H 2.25216 -6.61219 -0.17826 -0.015 0.018 -0.020 0.3780
H 2.19901 -4.14001 0.08398 0.106 -0.121 0.139 0.2019
C -3.20671 1.85556 -4.68544 -0.008 -0.002 0.000 -0.2268
C -2.07520 2.65318 -4.73075 -0.020 -0.004 0.009 -0.5563
C -1.15814 2.55983 -3.69353 0.061 0.022 0.038 -0.3071
N -1.30346 1.74366 -2.65289 -0.018 -0.018 0.004 -0.1927
C -2.39418 0.98243 -2.62477 0.007 0.037 -0.021 0.0252
C -3.37204 0.99925 -3.60819 0.000 0.020 -0.014 -0.7935
H -3.94546 1.89844 -5.47530 -0.001 0.000 -0.002 0.3810
H -1.90317 3.33614 -5.55126 0.014 0.002 -0.001 0.3878
H -0.25996 3.16842 -3.69339 0.001 0.000 -0.026 0.4262
H -2.48570 0.32376 -1.77113 -0.015 -0.091 0.084 0.4587
H -4.23717 0.35430 -3.53159 0.002 -0.007 0.008 0.4103
C 3.99920 2.21238 6.79686 0.007 -0.008 0.010 -0.1045
C 3.31949 3.35844 6.42013 0.015 -0.020 0.001 -0.5219
C 2.99959 3.52771 5.08169 -0.074 0.104 -0.130 -0.2044
N 3.30508 2.64972 4.12815 0.176 -0.232 0.079 -0.2533
C 3.96151 1.55109 4.50953 -0.030 0.035 0.012 0.1442
C 4.32870 1.28733 5.81967 -0.019 0.012 0.035 -0.9911
H 4.26819 2.04334 7.83134 0.000 0.000 0.003 0.3987
H 3.04301 4.11093 7.14551 -0.011 0.011 -0.009 0.3606
H 2.47062 4.41523 4.75173 -0.001 0.008 0.025 0.3850
H 4.21040 0.83743 3.73117 0.035 -0.017 0.025 0.4358
H 4.85874 0.37718 6.06362 0.006 -0.007 -0.017 0.3759
C 4.92055 -4.40256 -2.44754 0.002 -0.004 0.021 -0.1344
C 3.64222 -3.88460 -2.58001 0.127 -0.063 -0.084 0.1282
C 3.41912 -2.91772 -3.54999 0.000 0.030 -0.025 -0.4854
N 4.36711 -2.45610 -4.36342 -0.004 -0.012 -0.011 -0.5882
C 5.58981 -2.96166 -4.22182 0.016 0.041 -0.013 -0.3249
C 5.91745 -3.93402 -3.28879 0.017 0.108 0.126 -0.7267
H 5.13489 -5.15786 -1.70150 -0.013 -0.006 0.018 0.4975
H 2.83638 -4.22293 -1.94893 0.003 0.020 -0.064 0.3548
H 2.43238 -2.49015 -3.68005 -0.041 0.013 0.029 0.4432
H 6.34477 -2.56899 -4.89585 0.017 -0.011 0.018 0.4120
H 6.92905 -4.31194 -3.22430 0.007 0.006 -0.010 0.4345
C -4.76521 4.48589 2.71916 0.022 0.000 0.013 -0.1621
C -3.55259 4.32636 3.37317 -0.029 -0.009 -0.013 -0.7352
C -2.61281 3.46861 2.82157 -0.024 0.001 -0.015 -0.1687
N -2.80904 2.79031 1.69276 0.011 0.027 0.108 -0.1480
C -3.97410 2.95901 1.07504 0.031 -0.091 -0.078 -0.3573
C -4.98203 3.78675 1.54328 -0.042 0.042 0.009 -0.3803
H -5.52869 5.14050 3.11956 -0.005 -0.001 -0.001 0.4391
H -3.33982 4.84996 4.29510 0.011 0.002 0.002 0.3641
H -1.65414 3.31481 3.30819 -0.008 0.020 0.014 0.3406
H -4.10224 2.39312 0.15882 -0.026 0.047 -0.026 0.4191
H -5.91389 3.87630 1.00082 -0.007 -0.024 0.000 0.3070
C 5.56365 6.82207 -4.96782 0.001 0.002 -0.001 -0.1462
C 6.19269 5.75845 -5.59503 -0.013 0.018 0.011 -0.5369
C 5.86651 4.47098 -5.19550 -0.011 -0.012 0.005 -0.2406
N 4.98190 4.19995 -4.23849 0.061 0.040 -0.115 -0.2171
C 4.38599 5.23023 -3.64455 -0.044 -0.050 0.051 0.0089
C 4.63929 6.55430 -3.97092 0.014 0.004 -0.023 -0.7328
H 5.79014 7.84191 -5.25105 0.001 0.002 0.000 0.3672
H 6.92126 5.91980 -6.37761 0.003 -0.010 -0.005 0.3633
H 6.33533 3.61207 -5.66340 0.014 0.017 -0.013 0.3857
H 3.67172 4.97557 -2.86771 0.003 0.021 0.003 0.3855
H 4.12364 7.35238 -3.45469 -0.006 -0.004 0.009 0.3590
C -7.26495 -0.54929 1.83296 -0.003 0.014 0.016 -0.2975
C -8.55096 -0.04014 1.74802 0.034 -0.019 0.003 -0.5219
C -8.82392 0.91332 0.77898 -0.042 0.017 -0.056 -0.2646
N -7.91530 1.36761 -0.08427 0.002 -0.069 0.082 -0.5149
C -6.68582 0.86754 0.01029 0.056 0.053 -0.072 -0.6187
C -6.30796 -0.08294 0.94563 -0.022 -0.021 -0.003 -0.1504
H -7.01110 -1.28974 2.58100 0.006 0.004 0.012 0.4718
H -9.32910 -0.36708 2.42346 -0.011 0.005 -0.002 0.4014
H -9.81567 1.34205 0.69044 -0.006 0.002 0.057 0.3817
H -5.96606 1.25996 -0.70109 0.023 -0.052 -0.007 0.6470
H -5.28822 -0.44316 0.97839 0.010 0.009 0.001 0.4456
C 6.93476 -6.07809 -6.66198 0.013 0.012 -0.001 -0.3162
C 7.59725 -7.13986 -7.25705 -0.003 0.016 0.011 -0.3671
C 7.30315 -8.42516 -6.82670 -0.008 -0.031 0.010 -0.2380
N 6.41987 -8.69812 -5.86938 0.006 0.015 0.000 -0.5600
C 5.79270 -7.66713 -5.30707 0.001 -0.038 0.017 -0.3729
C 6.01112 -6.34455 -5.66462 -0.017 -0.052 -0.084 -0.1148
H 7.13424 -5.05910 -6.96964 -0.007 0.001 -0.004 0.3872
H 8.32676 -6.97940 -8.03923 0.003 -0.011 -0.006 0.3589
H 7.79933 -9.28155 -7.27040 0.016 0.015 -0.015 0.3424
H 5.07960 -7.91505 -4.52818 -0.011 0.026 0.000 0.4007
H 5.47247 -5.54703 -5.17464 -0.033 -0.056 -0.027 0.4606
C -3.42156 -3.19500 4.50850 0.020 -0.027 -0.042 0.2190
C -4.51932 -3.39261 3.68420 0.007 0.024 -0.004 -0.3807
C -5.71712 -3.79826 4.25343 -0.021 -0.001 0.011 -0.4283
N -5.87772 -4.01288 5.55710 0.008 0.013 0.003 -0.5847
C -4.81756 -3.82221 6.33905 -0.037 -0.012 0.007 -0.2431
C -3.57737 -3.41641 5.86803 0.012 0.012 -0.030 -0.5425
H -2.47342 -2.86821 4.09305 -0.139 -0.008 0.090 0.4507
H -4.44996 -3.23609 2.61518 -0.006 -0.011 -0.009 0.4388
H -6.59458 -3.96235 3.63638 0.011 -0.007 -0.026 0.4176
H -4.97291 -4.00558 7.39678 0.026 0.010 0.004 0.3472
H -2.75330 -3.27645 6.55482 -0.005 -0.009 0.012 0.3665
C -9.42845 6.77682 1.16555 0.007 0.010 -0.002 -0.3582
C -8.78882 5.72039 0.53747 -0.007 0.019 0.033 -0.5763
C -9.06034 4.42966 0.96947 0.007 -0.029 0.035 0.1980
N -9.90526 4.15008 1.96165 0.001 0.014 -0.006 -0.3789
C -10.51226 5.17501 2.55574 -0.004 -0.040 0.008 -0.2715
C -10.31055 6.49972 2.19767 0.013 0.006 -0.012 -0.3614
H -9.24435 7.79769 0.85609 -0.001 0.002 -0.001 0.3907
H -8.09266 5.88813 -0.27331 -0.003 -0.012 -0.012 0.3952
H -8.58178 3.57585 0.50330 0.015 0.055 -0.076 0.2831
H -11.19435 4.92002 3.35955 -0.009 0.025 0.002 0.3562
H -10.83387 7.29144 2.71606 -0.007 -0.005 0.010 0.3599
```
Forces are in eV/Å.

## Properties
SMILES = NB(CCC(=O)Nc1ccccc1)CON=O.c1ccncc1.c1ccncc1.c1ccncc1.c1ccncc1.c1ccncc1.c1ccncc1.c1ccncc1.c1ccncc1.c1ccncc1.c1ccncc1
E_HOMO = -8.0 eV
E_tot = -3287.04283 Eh
gap between HOMO and LUMO = 0.30281 Eh

2.
A molecular structure, C45H40BrNOOsP2S2Si. Source: OMol25; level of theory: ωB97M-V/def2-TZVPD.

Structure (XYZ):
```
94
Properties=species:S:1:pos:R:3:forces:R:3:mulliken_charge:R:1
Os 0.46585 -0.07208 0.52359 -0.033 0.032 0.092 1.0549
C -3.03106 0.43036 1.79526 0.024 -0.032 0.035 -1.7010
Si -1.92466 0.09614 0.32542 -0.102 0.018 -0.076 1.3840
C -2.52193 -1.48332 -0.53031 -0.037 0.000 -0.005 0.2402
C -3.83155 -1.67585 -0.98178 0.014 -0.014 -0.002 -1.0104
C -4.18477 -2.81657 -1.68509 0.003 -0.001 -0.013 -1.0394
C -3.24081 -3.80529 -1.94190 -0.012 0.005 0.002 -1.0743
C -1.95278 -3.66929 -1.45555 0.007 0.017 0.004 -0.9348
C -1.60557 -2.50903 -0.76540 0.039 0.020 0.040 1.2795
P -0.08542 -2.38932 0.21145 0.069 -0.044 -0.041 0.4629
C 0.98834 -0.59300 2.36115 0.214 0.140 -0.072 2.0138
C 0.67890 -1.36841 3.48640 -0.021 -0.098 -0.027 -0.4026
C 0.84956 -0.81253 4.72830 0.034 0.103 0.041 -0.5748
C 1.36980 0.48837 4.87899 -0.003 -0.024 -0.029 -0.9805
C 1.75798 1.22018 3.78524 0.009 0.067 0.008 -0.8447
C 1.62550 0.64805 2.50735 -0.210 -0.240 0.004 -0.8097
C -0.53381 -3.58150 1.51350 -0.035 0.073 0.036 0.9619
C -1.65201 -3.26118 2.28618 0.010 -0.022 -0.023 -0.1113
C -2.12754 -4.15431 3.22915 0.002 -0.021 0.008 -0.8149
C -1.49403 -5.37987 3.40108 -0.015 0.010 0.012 -0.6797
C -0.39454 -5.70731 2.62413 0.003 0.010 -0.017 -0.8244
C 0.08727 -4.81216 1.67763 -0.012 -0.022 -0.007 -0.9010
C -2.22985 1.51097 -0.91405 0.011 -0.002 0.020 0.4370
C -3.43840 1.70043 -1.58780 -0.009 0.003 -0.007 -0.3007
C -3.61540 2.76305 -2.46166 -0.002 0.001 0.008 -1.0453
C -2.59095 3.67711 -2.67460 0.001 0.000 0.001 -0.8338
C -1.38857 3.52714 -2.00556 0.000 -0.002 -0.018 -0.6763
C -1.21573 2.44372 -1.14712 -0.026 -0.009 0.013 0.7252
P 0.23583 2.27425 -0.10006 0.089 0.083 -0.047 0.9899
C -0.06233 3.41963 1.27227 -0.019 0.004 0.015 1.0427
C 0.09696 4.79127 1.05417 0.005 -0.028 -0.011 -0.4836
C -0.26111 5.69530 2.03904 0.000 0.006 0.006 -0.7991
C -0.78819 5.24315 3.24272 0.001 0.012 0.006 -0.7716
C -0.95812 3.88511 3.46083 0.012 -0.023 -0.009 -1.2480
C -0.59655 2.97474 2.47777 -0.011 0.009 -0.014 -0.4683
C 1.67398 2.92627 -0.98008 0.003 -0.002 0.028 0.3746
C 2.74252 3.45622 -0.25293 -0.024 -0.005 0.014 -0.6397
C 3.89928 3.85236 -0.90123 0.018 0.004 -0.021 -0.9414
C 4.00218 3.72157 -2.28121 -0.001 0.005 0.015 -0.7653
C 2.94501 3.19746 -3.00980 -0.017 0.006 0.002 -0.7773
C 1.78332 2.79829 -2.36316 -0.002 -0.014 -0.024 -0.7233
H -4.06010 0.43064 1.42248 -0.010 -0.029 0.005 0.5393
H -2.86177 1.40532 2.24909 0.030 0.030 -0.035 0.5277
H -2.96549 -0.32768 2.57551 0.026 -0.016 0.028 0.4901
H -4.59734 -0.93960 -0.77536 -0.008 0.011 0.007 0.4623
H -5.20279 -2.94279 -2.02926 -0.002 -0.002 -0.001 0.4687
H -3.52086 -4.69479 -2.48989 -0.001 -0.002 0.000 0.4852
H -1.23807 -4.47167 -1.59092 -0.003 -0.011 -0.008 0.4981
H 0.29260 -2.36990 3.39044 0.010 0.003 0.006 0.4576
H 0.57699 -1.37894 5.60888 -0.008 -0.011 -0.003 0.5426
H 1.50165 0.89360 5.87350 0.005 0.011 -0.001 0.4676
H 2.22279 2.19034 3.89612 0.000 0.000 0.012 0.5769
H 2.10129 1.17200 1.67085 0.014 -0.039 0.023 0.0685
H -2.15122 -2.31006 2.15447 -0.027 0.023 -0.004 0.1610
H -2.99428 -3.90003 3.82434 -0.002 0.001 0.000 0.4894
H -1.86561 -6.08184 4.13524 -0.002 -0.002 0.002 0.4276
H 0.09200 -6.66535 2.74706 0.002 -0.001 0.001 0.4640
H 0.93775 -5.08799 1.07225 0.007 -0.002 0.000 0.4752
H -4.26286 1.01708 -1.43828 -0.009 -0.008 -0.002 0.2343
H -4.56025 2.88531 -2.97458 -0.003 -0.002 -0.002 0.4837
H -2.73541 4.50982 -3.34952 0.001 0.002 -0.004 0.4855
H -0.59583 4.25020 -2.15284 0.005 0.000 0.002 0.4619
H 0.50055 5.15610 0.11771 0.003 -0.001 0.003 0.4275
H -0.13297 6.75527 1.86697 0.005 0.003 -0.002 0.4962
H -1.06828 5.95293 4.00937 -0.002 0.005 -0.001 0.4428
H -1.37306 3.53121 4.39535 -0.001 0.001 0.004 0.5107
H -0.73182 1.91660 2.65522 -0.018 0.013 0.009 0.3695
H 2.66634 3.57704 0.82181 -0.010 0.001 0.005 0.4967
H 4.71922 4.27083 -0.33331 0.000 0.004 0.003 0.4909
H 4.90310 4.04007 -2.78816 0.005 0.000 0.000 0.4567
H 3.01806 3.10969 -4.08597 -0.001 -0.001 -0.001 0.5051
H 0.95889 2.39725 -2.94202 0.000 -0.004 0.000 0.5115
C -0.83793 -0.78700 -4.91026 0.010 0.002 0.003 -1.9314
C 0.24614 -0.60434 -3.88935 0.011 0.000 -0.007 0.6465
C 1.59900 -0.66133 -4.22040 -0.018 0.000 0.030 -0.5474
C 2.55658 -0.49282 -3.23872 -0.006 -0.005 -0.014 -1.2589
C 2.12892 -0.28552 -1.94375 0.041 0.002 -0.012 0.6325
Br 3.37788 -0.06794 -0.56056 0.022 -0.031 0.009 0.0352
N 0.84477 -0.23914 -1.58727 -0.042 -0.034 0.032 0.4107
C -0.07428 -0.38781 -2.56220 -0.023 0.018 -0.021 0.2403
H -0.71020 -0.09376 -5.74153 -0.001 0.002 -0.001 0.4358
H -1.82200 -0.62323 -4.47336 0.001 -0.001 -0.002 0.3527
H -0.80988 -1.79827 -5.31788 -0.002 0.000 -0.004 0.3960
H 1.90216 -0.83524 -5.24562 0.003 0.000 -0.002 0.5546
H 3.61390 -0.52168 -3.45818 -0.002 0.001 0.001 0.6533
H -1.10840 -0.33330 -2.26049 0.022 0.011 0.003 -0.3308
C 5.07960 -3.86334 -0.59193 0.016 -0.017 0.007 -0.7859
O 3.72465 -3.68509 -1.06049 0.012 -0.002 -0.006 -0.2245
C 2.79286 -3.40179 -0.17435 -0.001 -0.002 0.038 0.6040
S 2.98562 -3.14934 1.41740 0.012 0.038 -0.014 -0.0842
S 1.26198 -3.38648 -1.08277 -0.035 0.012 -0.027 -0.5346
H 5.65101 -4.11820 -1.47714 -0.001 -0.001 -0.002 0.2690
H 5.11168 -4.66610 0.14156 0.000 0.001 -0.002 0.3666
H 5.43616 -2.93908 -0.14161 -0.003 0.003 -0.001 0.3360
```
Forces are in eV/Å.

## Properties
E_HOMO = -13.5 eV
E_tot = -6301.63806 Eh
charge = +2
gap between HOMO and LUMO = 0.26452 Eh